# C23H26Cl3N6O4Sn

A molecular structure, C23H26Cl3N6O4Sn (ωB97M-V/def2-TZVPD, the OMol25 dataset).

```
63
C23H26Cl3N6O4Sn (ωB97M-V/def2-TZVPD)
Sn -0.799 -1.492 -0.878
N 3.177 1.071 2.593
C 2.062 0.450 1.758
C 2.191 -1.065 1.784
C 1.457 -1.808 2.921
N 0.446 -2.671 2.298
C 0.877 -0.852 3.962
C 0.090 0.357 3.453
N -1.292 -0.028 3.173
C 0.688 0.951 2.165
H 4.083 0.832 2.145
H 3.168 0.736 3.555
H 3.099 2.088 2.606
H 2.276 0.816 0.754
H 3.244 -1.346 1.743
H 1.752 -1.405 0.846
H 2.198 -2.408 3.463
H -0.168 -3.091 2.986
H 0.923 -3.433 1.826
H 1.713 -0.495 4.576
H 0.250 -1.412 4.662
H 0.141 1.120 4.242
H -1.805 0.745 2.765
H -1.775 -0.283 4.027
H 0.682 2.045 2.193
H 0.039 0.663 1.335
O -3.036 -2.099 -0.841
C -3.847 -1.236 -1.184
C -3.601 -0.076 -2.013
C -4.609 0.892 -2.081
C -4.425 1.996 -2.871
C -3.279 2.148 -3.656
C -2.289 1.200 -3.622
C -2.407 0.073 -2.785
O -1.480 -0.844 -2.762
N -5.441 3.051 -2.880
O -5.242 4.013 -3.593
O -6.414 2.901 -2.167
H -4.877 -1.329 -0.809
H -5.522 0.789 -1.509
H -3.192 3.023 -4.284
H -1.402 1.295 -4.233
C 0.252 -3.126 -2.064
C 1.592 -2.538 -1.923
C 1.823 -1.205 -2.316
C 2.919 -0.500 -1.853
C 3.850 -1.132 -1.030
C 3.726 -2.503 -0.766
C 2.613 -3.185 -1.199
C 4.712 -0.327 -0.223
N 5.241 0.337 0.559
H 0.178 -4.151 -1.714
H -0.206 -2.991 -3.042
H 1.103 -0.709 -2.959
H 3.019 0.554 -2.079
H 4.478 -3.004 -0.168
H 2.496 -4.233 -0.952
Cl -1.488 4.804 -2.228
C -1.185 4.094 -0.649
Cl -2.651 3.309 -0.029
Cl -0.627 5.329 0.489
C -0.144 3.064 -0.750
N 0.644 2.231 -0.770
```

## Properties
LUMO: -2.98 eV
Energy relative to the best compared isomer or geometry (same formula, charge and spin): 90.7 kJ/mol
Gap between HOMO and LUMO: 7.56 eV
Total charge: +1